104
Properties=species:S:1:pos:R:3:lowdin_charge:R:1 method="wB97M-V/def2-TZVPD" e_lumo_ev=-3.30 largest_force_ev_per_a=9.07 de_lowest_kcal_mol=0.0 total_charge=+1 e_tot_ha=-2050.81779 gap_ev=7.1826
O 6.27 0.30 -1.93 -0.018
O 2.88 2.25 -0.77 -0.234
O 0.39 4.69 2.43 -0.023
O -5.39 -2.68 0.17 -0.034
O 0.92 7.66 -1.23 -0.042
O -7.33 -6.01 1.81 0.014
O -3.70 1.01 2.89 -0.008
O 4.96 -4.46 -1.24 0.006
N -2.79 -0.93 2.21 0.002
N -9.37 -5.09 1.97 0.001
N -6.59 -4.20 -0.96 0.019
N -1.60 3.74 2.01 0.022
N 5.61 -5.99 0.27 0.003
N 5.75 -1.22 -3.51 0.011
N 4.21 6.27 0.25 -0.005
C -1.41 6.20 1.97 -0.015
C 1.79 7.16 -0.33 -0.075
C 5.71 6.36 0.09 -0.141
C 2.75 2.69 0.63 -0.122
C 4.45 -1.18 -1.42 -0.001
C 3.82 -4.42 0.87 -0.008
C -10.80 -5.06 2.18 -0.079
C 5.03 -2.32 -4.10 -0.075
C 6.84 4.33 -1.40 -0.203
C 5.69 3.16 -1.44 -0.193
C -0.80 4.84 2.16 -0.548
C -2.73 -2.20 1.53 -0.073
C 5.62 -6.69 1.53 -0.078
C -5.81 -3.09 -0.91 -0.502
C 3.41 7.07 -0.75 -0.096
C -5.50 -2.39 -2.21 -0.001
C -5.08 -0.38 1.51 -0.009
C 6.28 5.87 -1.38 -0.180
C -7.18 -4.83 -2.12 -0.074
C -3.82 -0.04 2.26 -0.526
C -8.53 -6.16 2.01 -0.542
C -3.01 3.71 1.68 -0.078
C 2.99 3.39 -1.70 -0.199
C 4.46 3.42 -2.50 -0.141
C -9.13 -7.51 2.32 -0.010
C 5.55 -0.64 -2.29 -0.514
C 4.83 -4.94 -0.11 -0.535
H -1.12 2.87 2.15 0.142
H -4.87 -1.52 -2.01 0.082
H -3.53 3.19 2.50 0.067
H -1.90 -2.17 0.82 0.081
H 4.42 -0.61 -0.48 0.085
H 4.41 2.48 -3.23 0.127
H -1.81 6.29 0.95 0.090
H 2.09 1.93 1.27 0.121
H 6.24 2.17 -1.81 0.094
H 4.59 -1.97 -5.04 0.082
H -8.27 -4.85 -1.98 0.083
H -2.21 6.35 2.70 0.092
H -4.96 -3.06 -2.87 0.089
H 5.40 -7.74 1.34 0.086
H 3.40 6.57 -1.83 0.154
H 4.23 -2.69 -3.45 0.077
H -3.13 3.14 0.76 0.089
H -11.00 -4.38 3.02 0.086
H -9.59 -7.49 3.31 0.088
H 4.88 -6.29 2.23 0.077
H 2.69 4.42 -1.25 0.084
H 6.27 -6.28 -0.45 0.145
H -2.54 -2.98 2.27 0.086
H 3.11 -5.20 1.13 0.089
H 5.74 -3.12 -4.31 0.088
H -6.94 -4.31 -3.04 0.076
H 6.32 5.83 0.97 0.163
H 5.36 2.95 -0.34 0.102
H 4.64 -2.23 -1.18 0.050
H -6.76 -4.62 -0.05 0.109
H 6.51 -0.80 -4.03 0.143
H 6.00 7.51 0.19 0.151
H -6.43 -2.05 -2.68 0.089
H -3.43 4.70 1.55 0.079
H -11.27 -4.66 1.28 0.084
H -6.81 -5.86 -2.17 0.088
H -8.34 -8.26 2.32 0.088
H 3.27 -3.59 0.42 0.079
H 3.79 8.19 -0.82 0.173
H 5.52 6.09 -2.27 0.106
H 7.43 4.17 -0.37 0.120
H 6.61 -6.60 1.97 0.086
H -8.90 -4.22 1.75 0.141
H 4.33 -4.05 1.77 0.089
H 3.99 6.69 1.21 0.199
H -4.87 -0.49 0.45 0.073
H 7.22 6.56 -1.61 0.133
H -5.82 0.42 1.64 0.089
H 3.81 2.70 1.19 0.096
H 2.20 3.17 -2.57 0.142
H -11.21 -6.04 2.40 0.078
H 4.58 4.35 -3.19 0.104
H 2.26 3.74 0.78 0.066
H -5.51 -1.31 1.91 0.083
H -0.65 6.97 2.12 0.073
H -9.86 -7.78 1.56 0.087
H -1.98 -0.63 2.74 0.136
H 3.49 -1.07 -1.92 0.092
H 7.65 4.16 -2.25 0.129
H -3.66 -2.43 1.00 0.046
H 3.94 5.26 0.33 0.147
H 1.40 6.77 0.71 0.127